Entry 1:
The following is a DFT calculation (the ωB97M-V functional and the def2-TZVPD basis) of a cluster of 2 separate species, C17H23N5O2S in total.

Output
HOMO-LUMO gap ... 4.62 eV
E ... -40376.6373 eV
HOMO level ... -6.61 eV
Energy relative to the best compared isomer or geometry (same formula, charge and spin) ... 7.831 eV

Structure (XYZ):
```
48
C17H23N5O2S (the ωB97M-V functional and the def2-TZVPD basis)
H 3.172 3.021 -0.385
N 2.643 0.163 1.566
C -2.002 1.283 -3.094
C -2.984 -0.903 -2.695
O 0.410 2.030 2.172
H 2.655 -1.600 3.534
N 3.160 3.329 0.577
N 2.562 1.175 0.803
H -2.056 2.266 -3.565
H -0.117 -2.815 -3.072
C -0.787 -0.375 -1.785
C 2.081 -1.843 2.622
H -0.051 1.608 -2.209
C -2.541 -0.017 2.604
O 3.534 2.346 2.642
H 0.995 0.073 -0.602
H 1.252 -2.501 2.906
C -2.188 2.397 2.741
H -0.426 -1.103 1.474
H -2.925 2.728 2.002
C -4.264 0.804 -3.928
N -1.657 1.108 2.387
H 1.343 -3.817 -2.811
C 1.591 -0.577 1.965
C -1.853 -1.296 -2.002
H -2.697 2.341 3.708
H -3.820 -1.594 -2.829
C 0.236 -0.295 1.784
N -5.231 1.144 -4.496
H 3.088 -1.432 -1.918
H 3.327 -2.872 -0.845
C -3.075 0.391 -3.235
H 3.043 -1.246 -0.119
H -1.365 3.110 2.782
H -1.793 -2.306 -1.588
C 2.820 -1.906 -0.965
H 1.527 -2.109 -3.361
C 3.177 2.316 1.485
H 3.689 4.146 0.832
S 1.022 -2.279 -1.002
C -0.891 0.927 -2.352
H -3.361 -0.016 1.871
H -1.995 -0.961 2.527
H -2.988 0.054 3.607
C -0.308 1.006 2.107
H 2.756 -2.388 1.943
C 0.929 -2.802 -2.755
C 0.365 -0.712 -1.029
```

Table of natural (NBO) atomic charges, one value per atom, all in e: number 1, H, carries 0.397; number 2, N, carries -0.175; number 3, C, carries -0.156; number 4, C, carries -0.124; number 5, O, carries -0.653; number 6, H, carries 0.252; number 7, N, carries -0.799; number 8, N, carries -0.195; number 9, H, carries 0.225; number 10, H, carries 0.261; number 11, C, carries -0.018; number 12, C, carries -0.642; number 13, H, carries 0.210; number 14, C, carries -0.404; number 15, O, carries -0.566; number 16, H, carries 0.269; number 17, H, carries 0.218; number 18, C, carries -0.420; number 19, H, carries 0.235; number 20, H, carries 0.196; number 21, C, carries 0.290; number 22, N, carries -0.409; number 23, H, carries 0.230; number 24, C, carries 0.177; number 25, C, carries -0.305; number 26, H, carries 0.188; number 27, H, carries 0.222; number 28, C, carries -0.295; number 29, N, carries -0.350; number 30, H, carries 0.239; number 31, H, carries 0.233; number 32, C, carries -0.263; number 33, H, carries 0.257; number 34, H, carries 0.258; number 35, H, carries 0.200; number 36, C, carries -0.729; number 37, H, carries 0.237; number 38, C, carries 0.743; number 39, H, carries 0.400; number 40, S, carries 0.869; number 41, C, carries -0.191; number 42, H, carries 0.200; number 43, H, carries 0.210; number 44, H, carries 0.194; number 45, C, carries 0.610; number 46, H, carries 0.205; number 47, C, carries -0.756; number 48, C, carries -0.775


Entry 2:
The following is a DFT calculation (the ωB97M-V functional and the def2-TZVPD basis) of a structure of composition C17H23N5PtS2Si.

Output
Multiplicity ... 3
HOMO-LUMO gap (spin up / spin down) ... 6.67 / 6.48 eV
E ... -58248.7327 eV
⟨S²⟩ ... 2.03
HOMO level (spin up / spin down) ... -6.18 / -7.95 eV

Structure (XYZ):
```
49
C17H23N5PtS2Si (the ωB97M-V functional and the def2-TZVPD basis)
C -3.136 -3.646 1.405
H 1.405 1.604 2.014
H -2.194 -1.829 -1.293
C -2.171 -2.302 -0.318
C 0.990 3.321 -0.625
C -0.971 -2.637 1.680
N 2.302 -1.278 2.386
H -2.038 1.165 -4.690
S 2.769 -0.182 -0.048
H -3.950 -4.254 1.781
C 0.411 2.056 2.111
N 0.006 -0.457 -1.924
H 0.430 -2.758 3.367
H -2.224 3.729 -0.388
H 0.496 2.964 2.719
N -1.075 -2.087 0.418
C -2.027 -3.432 2.175
C 0.211 -2.357 2.387
H 3.949 2.178 2.101
C -1.456 0.712 -3.896
H -0.649 -0.851 -5.164
C -1.782 3.514 0.592
H -0.235 1.346 2.639
H 0.341 -3.023 -3.817
H -4.086 -3.210 -0.507
H -2.109 2.112 -2.391
C -1.498 1.253 -2.633
N -0.693 0.921 -0.309
C -0.686 -0.425 -4.170
C 0.917 -2.206 -3.379
C -0.741 0.631 -1.622
H 1.355 -2.543 -2.445
N 1.106 -1.555 1.787
C 3.118 -0.645 1.620
H 1.851 2.667 -0.803
H 1.352 4.241 -0.154
Pt 0.642 -1.024 -0.046
H -1.507 4.470 1.052
C 4.183 1.498 2.919
H -1.936 -3.859 3.166
H 5.031 1.886 3.484
Si -0.266 2.440 0.432
H -2.546 3.038 1.215
H 3.327 1.385 3.580
H 1.727 -1.961 -4.067
S 4.675 -0.128 2.285
C 0.047 -1.003 -3.156
H 0.558 3.587 -1.597
C -3.221 -3.068 0.124
```

Table of natural (NBO) atomic charges, one value per atom, all in e: number 1, C, carries -0.173; number 2, H, carries 0.243; number 3, H, carries 0.208; number 4, C, carries 0.081; number 5, C, carries -1.148; number 6, C, carries 0.090; number 7, N, carries -0.294; number 8, H, carries 0.219; number 9, S, carries -0.146; number 10, H, carries 0.220; number 11, C, carries -1.139; number 12, N, carries -0.543; number 13, H, carries 0.219; number 14, H, carries 0.229; number 15, H, carries 0.237; number 16, N, carries -0.518; number 17, C, carries -0.211; number 18, C, carries 0.002; number 19, H, carries 0.219; number 20, C, carries -0.125; number 21, H, carries 0.222; number 22, C, carries -1.129; number 23, H, carries 0.246; number 24, H, carries 0.230; number 25, H, carries 0.224; number 26, H, carries 0.228; number 27, C, carries -0.315; number 28, N, carries -0.930; number 29, C, carries -0.317; number 30, C, carries -0.652; number 31, C, carries 0.408; number 32, H, carries 0.236; number 33, N, carries -0.375; number 34, C, carries -0.127; number 35, H, carries 0.251; number 36, H, carries 0.239; number 37, Pt, carries 0.987; number 38, H, carries 0.236; number 39, C, carries -0.734; number 40, H, carries 0.222; number 41, H, carries 0.230; number 42, Si, carries 1.815; number 43, H, carries 0.241; number 44, H, carries 0.224; number 45, H, carries 0.236; number 46, S, carries 0.240; number 47, C, carries 0.263; number 48, H, carries 0.234; number 49, C, carries -0.302